No. 1
Computed, not measured: a cluster of 2 separate species, C2H10N7 in total, with the ωB97M-V functional and the def2-TZVPD basis.

Structure (XYZ):
```
19
Properties=species:S:1:pos:R:3:forces:R:3:lowdin_charge:R:1
C -0.122825 -1.606255 0.119842 -0.7 1.4 0.6 -0.3072
C 1.006291 -0.610300 0.060861 1.6 3.6 1.3 -0.2887
N -1.219375 -1.338715 0.823545 2.1 -3.7 -3.4 0.0760
N -1.347776 -0.330985 1.618552 -0.2 2.0 1.2 -0.1186
N -0.332966 -0.027226 2.256396 0.0 -0.3 0.9 0.0960
N 0.135608 -2.729090 -0.589949 -1.6 -1.3 1.0 0.1618
N 2.252110 -0.808464 0.581417 -2.5 -2.4 -1.4 0.2091
N 0.707536 0.625228 -0.275549 -0.8 -0.5 -1.7 0.1789
N -1.656632 1.721100 -0.704045 -2.1 -0.3 0.8 0.0248
H -0.629833 0.702379 2.896975 0.1 0.5 0.1 0.0706
H -0.545679 -3.467100 -0.355454 0.5 0.3 -0.4 0.1367
H 0.338937 -2.685723 -1.577475 0.3 0.2 0.0 0.1256
H 2.457711 -1.796572 0.660286 0.6 0.3 0.6 0.1267
H 2.838016 -0.102025 0.976927 0.1 0.3 -0.1 0.1300
H -0.175741 0.955429 -0.791722 -0.1 -0.9 1.3 0.0768
H 1.348336 1.389141 -0.274560 1.1 0.0 0.3 0.1271
H -1.623150 2.380872 0.060217 0.7 0.5 0.3 0.0513
H -2.609436 1.356691 -0.473762 1.0 -0.5 -0.5 0.0809
H -1.846362 2.279951 -1.505363 -0.1 0.7 -1.0 0.0423
```
Positions in Å, forces in eV/Å.

Computed properties:
* energy relative to the best compared isomer or geometry (same formula, charge and spin): 102.8 kJ/mol
* charge: +1
* F_max: 0.1060 Eh/bohr
* energy: -12658.5432 eV

---

No. 2
Computed, not measured: a cluster of 2 separate species, C2H10NO in total, with the ωB97M-V functional and the def2-TZVPD basis.

Structure (XYZ):
```
14
Properties=species:S:1:pos:R:3:forces:R:3:lowdin_charge:R:1
N -1.333258 2.138358 -0.393934 -0.1 4.3 0.0 0.1598
H -1.926224 2.168309 0.458414 0.7 -0.7 -0.3 0.1271
H -0.411186 1.420894 -0.256313 -2.7 -0.7 -0.3 0.1741
H -2.080132 2.524450 -1.142839 2.5 -2.2 1.1 0.2124
H -0.783226 3.050022 -0.274965 -0.8 -1.0 -0.1 0.1495
C 0.291433 -1.093130 -0.325721 -2.4 0.6 1.3 -0.2567
O -0.050333 0.067041 0.506675 1.5 2.3 -4.2 -0.0969
C 1.396415 -1.773763 0.292392 5.2 -2.6 1.1 -0.1180
H -0.630754 -1.667664 -0.323552 0.1 -0.5 -0.4 0.1255
H 0.442436 -0.687186 -1.311235 0.4 0.1 -0.3 0.1224
H -0.373020 -0.068697 1.340544 -1.1 -1.2 3.3 0.0627
H 2.280184 -1.068842 0.579230 -1.6 -1.0 -0.8 0.1205
H 1.296091 -2.419819 1.216706 -1.0 1.1 -0.7 0.1011
H 1.881574 -2.589971 -0.365401 -0.8 1.5 0.4 0.1164
```
Positions in Å, forces in eV/Å.

Computed properties:
* energy relative to the best compared isomer or geometry (same formula, charge and spin): 212.9 kJ/mol
* charge: +1
* F_max: 0.1153 Eh/bohr
* energy: -5765.4757 eV

---

No. 3
Computed, not measured: a cluster of 2 separate species, C2H10NO in total, with the ωB97M-V functional and the def2-TZVPD basis.

Structure (XYZ):
```
14
Properties=species:S:1:pos:R:3:forces:R:3:lowdin_charge:R:1
C 0.294596 -0.759910 -1.907529 -2.4 -2.3 -3.1 -0.0614
N 0.654039 0.550492 -1.394750 1.2 -0.2 2.5 0.1440
H 1.594434 0.788078 -1.708031 -0.1 0.5 -0.1 0.1772
H 0.011190 1.350880 -1.387785 -0.2 -0.4 -1.2 0.1894
H 0.699467 0.453206 -0.356965 0.2 0.3 -0.3 0.1226
H 0.679192 -0.977757 -2.921345 0.2 0.8 0.5 0.1125
H -0.788680 -0.878889 -2.076017 0.3 0.7 0.3 0.1160
H 0.495843 -1.710256 -1.408917 0.8 0.9 1.2 0.1106
C -0.773998 0.410250 2.530685 0.0 -2.2 0.0 -0.0827
O -0.543232 0.107844 1.119574 0.7 0.6 -0.8 -0.1851
H 0.207875 -0.479846 0.983712 -0.2 -0.4 1.0 0.0568
H -0.205185 1.298038 2.900663 -1.0 -0.6 -0.5 0.0973
H -1.891348 0.361713 2.539930 1.1 0.9 0.7 0.1028
H -0.434192 -0.513842 3.086773 -0.3 1.2 -0.2 0.0999
```
Positions in Å, forces in eV/Å.

Computed properties:
* energy relative to the best compared isomer or geometry (same formula, charge and spin): 190.6 kJ/mol
* charge: +1
* F_max: 0.0891 Eh/bohr
* energy: -5765.7065 eV

---

No. 4
Computed, not measured: a cluster of 3 separate species, C2H10NO2 in total, with the ωB97M-V functional and the def2-TZVPD basis.

Structure (XYZ):
```
15
Properties=species:S:1:pos:R:3:forces:R:3:lowdin_charge:R:1
C -0.222434 1.619683 0.942470 -0.1 1.0 1.8 -0.0189
C 1.302114 1.365110 -0.862417 0.6 -1.1 0.6 0.1702
N 0.392418 0.828223 -0.145389 1.0 1.3 1.6 0.0063
H -0.983570 2.260942 0.498972 0.0 -0.1 0.0 0.1060
H -0.697258 1.019200 1.720127 -0.1 -0.5 -0.7 0.0959
H 0.453374 2.271745 1.615828 -0.3 -1.0 -1.8 0.1379
H 1.764071 2.326308 -0.516569 -0.8 -0.7 -1.0 0.1494
H 1.709242 0.706793 -1.644341 0.1 0.8 0.2 0.1298
H 0.173475 -0.180617 -0.173501 -0.6 0.3 -0.6 0.1220
H -0.196458 -3.271695 0.752544 0.0 0.4 0.0 0.0569
H -0.414341 -2.454355 2.008163 0.0 0.1 -0.2 0.0538
O -0.352561 -2.358456 1.045892 0.2 -0.4 0.2 -0.0665
H -0.300642 -1.203033 -2.069258 -0.3 0.2 -0.2 0.0509
H -1.487675 -1.915964 -1.555047 -0.4 0.3 0.3 0.0630
O -1.139755 -1.013885 -1.617481 0.8 -0.6 -0.2 -0.0568
```
Positions in Å, forces in eV/Å.

Computed properties:
* energy relative to the best compared isomer or geometry (same formula, charge and spin): 129.3 kJ/mol
* charge: +1
* F_max: 0.0437 Eh/bohr
* energy: -7813.6699 eV

---

No. 5
Computed, not measured: a cluster of 3 separate species, C2H10NO2 in total, with the ωB97M-V functional and the def2-TZVPD basis.

Structure (XYZ):
```
15
Properties=species:S:1:pos:R:3:forces:R:3:lowdin_charge:R:1
C -1.056857 -0.489036 0.300330 1.2 0.7 0.4 -0.1348
C -1.279500 -1.774953 0.124501 -0.3 0.4 -0.5 0.0665
N 0.354042 0.010376 0.136584 0.4 -0.8 -1.5 0.1819
H -1.639035 0.387005 0.557880 -0.5 -0.7 0.7 0.1299
H -2.137119 -2.278724 0.535081 -0.5 0.1 -0.5 0.0846
H -0.655606 -2.281250 -0.610212 0.5 -0.5 0.9 0.0955
H 1.050247 -0.739615 0.185755 -0.3 -0.2 0.6 0.1672
H 0.535716 0.333005 -0.827073 -0.6 0.8 0.2 0.1429
H 0.590931 0.689514 0.864908 0.3 0.2 -0.1 0.1317
H 2.435054 2.465779 1.906419 0.3 -0.2 0.3 0.0545
H 3.033169 1.296153 2.755260 0.0 0.2 0.0 0.0563
O 2.404288 1.512472 2.058154 -0.5 -0.1 -0.4 -0.0556
H -1.688823 -0.337185 -2.475233 0.0 0.3 -0.3 0.0599
H -1.005989 0.938475 -3.097367 -0.3 -0.1 -0.3 0.0642
O -0.940517 0.267984 -2.414986 0.4 -0.1 0.5 -0.0446
```
Positions in Å, forces in eV/Å.

Computed properties:
* energy relative to the best compared isomer or geometry (same formula, charge and spin): 113.6 kJ/mol
* charge: +1
* F_max: 0.0333 Eh/bohr
* energy: -7813.8331 eV

---

No. 6
Computed, not measured: a structure of composition C2H10NO3, with the ωB97M-V functional and the def2-TZVPD basis.

Structure (XYZ):
```
16
Properties=species:S:1:pos:R:3:forces:R:3:lowdin_charge:R:1
C -2.479956 -0.445724 -1.007987 1.7 0.1 -1.1 -0.1767
N -1.745876 -0.259366 0.258575 -0.6 -0.3 -0.4 -0.1213
C -0.516808 -1.124537 0.313251 0.2 2.1 0.0 -0.4094
O 0.480997 -0.608237 -0.488744 -0.3 -1.0 0.1 -0.2511
H -1.823223 -1.011426 -1.690341 -0.3 -0.5 0.1 0.0631
H -2.511742 0.477119 -1.619818 -0.7 0.0 0.7 0.0697
H -3.438333 -0.941797 -0.935874 -0.3 0.1 0.2 0.0450
H -1.415670 0.690559 0.167195 0.4 0.1 0.6 0.0624
H -0.886567 -2.130176 0.073136 0.2 -0.2 0.0 0.0921
H -0.156613 -1.046280 1.355266 -0.4 -0.5 0.1 0.0952
H 1.506277 -0.435688 0.232415 0.0 0.6 -0.2 -0.0140
H 2.416654 -0.171065 1.745155 -0.1 -0.2 -0.1 -0.0182
O 2.446918 -0.002960 0.798080 0.3 -0.5 0.4 -0.2635
H 0.679863 1.708121 -0.233325 0.9 -0.2 0.3 -0.0073
H 2.047728 1.636069 0.555417 -0.9 -0.3 -0.8 -0.0115
O 1.435080 2.248987 0.061408 -0.2 0.8 0.2 -0.1546
```
Positions in Å, forces in eV/Å.

Computed properties:
* energy relative to the best compared isomer or geometry (same formula, charge and spin): 64.2 kJ/mol
* charge: -1
* F_max: 0.0412 Eh/bohr
* energy: -9869.1057 eV

---

No. 7
Computed, not measured: a cluster of 3 separate species, C2H10NO3 in total, with the ωB97M-V functional and the def2-TZVPD basis.

Structure (XYZ):
```
16
Properties=species:S:1:pos:R:3:forces:R:3:lowdin_charge:R:1
C 1.227069 -1.304838 -1.226874 1.0 2.3 4.1 -0.2015
N -0.151124 -0.782777 -1.453733 -1.4 -1.2 0.3 -0.1434
C -0.360380 0.677652 -0.909435 2.2 -2.2 2.8 -0.3551
O 0.076179 0.778850 0.447908 -1.5 0.2 -2.2 -0.3883
H 1.521479 -0.804356 -0.146169 -0.4 -1.7 -2.2 0.1002
H 1.614025 -2.365048 -1.232613 -1.8 0.6 0.0 0.0690
H 1.945948 -0.834981 -1.831282 0.7 1.0 -1.5 0.0108
H -0.719221 -1.390874 -0.839404 0.1 0.5 -0.5 0.0655
H 0.361928 1.123204 -1.556424 0.2 1.4 -0.8 0.0635
H -1.399092 1.086125 -0.976968 0.5 -0.9 -0.8 0.0931
H -1.089328 1.834971 0.964419 0.6 -0.7 1.6 -0.0145
H -2.278958 2.668615 0.992532 -1.1 0.8 -0.2 -0.0275
O -1.737652 2.247409 1.643911 0.6 -0.2 -0.9 -0.1459
H -0.160417 -0.720423 1.361999 2.2 -0.4 1.5 0.0452
H 0.707407 -0.853657 2.804366 -1.0 -0.9 -2.5 0.0490
O 0.442136 -1.359873 1.957768 -0.9 1.4 1.2 -0.2202
```
Positions in Å, forces in eV/Å.

Computed properties:
* energy relative to the best compared isomer or geometry (same formula, charge and spin): 192.6 kJ/mol
* charge: -1
* F_max: 0.0930 Eh/bohr
* energy: -9867.7745 eV

---

No. 8
Computed, not measured: a cluster of 3 separate species, C2H10NO3 in total, with the ωB97M-V functional and the def2-TZVPD basis.

Structure (XYZ):
```
16
Properties=species:S:1:pos:R:3:forces:R:3:lowdin_charge:R:1
C 0.087137 0.351091 0.336963 -1.5 2.2 -0.4 -0.5380
O 1.108659 -0.242308 0.918186 1.0 -2.5 0.1 -0.2764
C 0.480580 1.820851 0.132222 0.4 1.1 0.4 -0.3091
N 1.349240 2.025262 -1.033788 1.4 -0.7 -0.5 -0.0652
H -0.273263 -0.040093 -0.674889 0.4 0.1 0.4 0.1010
H -0.856627 0.361815 0.939436 -0.1 -0.1 0.1 0.0823
H -0.329780 2.613492 0.389009 1.2 -1.1 -1.3 0.1161
H 1.331111 2.044407 0.756291 -0.7 -0.3 2.1 0.0733
H 2.077815 1.220073 -1.021755 -1.9 1.7 0.0 0.1047
H 0.838555 1.975541 -1.876103 -0.5 -0.4 -1.3 0.0068
H -0.061488 -2.307417 -0.662454 0.5 -0.7 2.0 0.0438
H 0.599916 -1.616372 0.583216 0.0 -0.4 0.5 0.0072
O 0.095072 -2.532919 0.314535 0.1 0.9 -2.3 -0.2188
H -1.722203 -2.464627 0.038978 -1.7 1.3 -0.3 0.0401
H -2.207476 -1.407454 0.815045 0.5 1.9 2.3 -0.0441
O -2.517254 -1.801345 0.045102 0.8 -3.1 -1.9 -0.1237
```
Positions in Å, forces in eV/Å.

Computed properties:
* energy relative to the best compared isomer or geometry (same formula, charge and spin): 158.4 kJ/mol
* charge: -1
* F_max: 0.0719 Eh/bohr
* energy: -9868.1294 eV

---

No. 9
Computed, not measured: a cluster of 3 separate species, C2H10NO3 in total, with the ωB97M-V functional and the def2-TZVPD basis.

Structure (XYZ):
```
16
Properties=species:S:1:pos:R:3:forces:R:3:lowdin_charge:R:1
C 1.126174 -2.788102 1.225119 -3.1 2.3 -0.1 -0.1524
N 0.152156 -1.950520 0.411386 -1.1 -0.3 1.7 -0.1528
C 0.645278 -1.023822 -0.687798 1.2 1.7 1.8 -0.4601
O 0.241450 0.309954 -0.710214 -0.1 -1.5 0.4 -0.3570
H 1.884158 -2.184496 1.603452 1.9 1.3 0.7 0.0188
H 0.631973 -3.174122 2.162788 0.2 -0.3 -1.4 0.0783
H 1.546725 -3.430891 0.520043 0.6 -1.9 -0.5 0.0335
H -0.498133 -1.438712 1.017827 0.5 -0.1 -0.3 0.0723
H 1.773354 -1.035045 -0.464018 -0.7 -0.4 -1.1 0.0918
H 0.285174 -1.587971 -1.530089 0.5 0.0 -1.2 0.0645
H 0.244805 3.627347 0.580972 -1.2 -2.6 1.4 0.0758
H 0.231459 2.037129 0.423752 -0.6 0.7 1.3 0.0141
O -0.132545 2.769890 1.040416 2.2 1.5 -2.5 -0.1749
H -0.969409 1.803014 -0.943338 -3.3 1.1 -0.4 0.0474
H -1.833102 1.136072 -1.759920 -1.2 1.2 0.3 0.0217
O -1.982756 2.016764 -1.294588 4.3 -2.6 -0.1 -0.2211
```
Positions in Å, forces in eV/Å.

Computed properties:
* energy relative to the best compared isomer or geometry (same formula, charge and spin): 213.0 kJ/mol
* charge: -1
* F_max: 0.0974 Eh/bohr
* energy: -9867.5631 eV

---

No. 10
Computed, not measured: a cluster of 3 separate species, C2H10NO3 in total, with the ωB97M-V functional and the def2-TZVPD basis.

Structure (XYZ):
```
16
Properties=species:S:1:pos:R:3:forces:R:3:lowdin_charge:R:1
C 1.973933 -1.234922 0.602973 0.1 1.0 1.0 -0.1653
N 0.829848 -0.496032 1.174679 0.8 0.0 -0.2 -0.1236
C 0.540428 0.768149 0.425816 -1.0 -0.8 -0.6 -0.4341
O 0.021457 0.585714 -0.829443 0.1 -0.8 0.0 -0.3211
H 2.119317 -0.924904 -0.426934 0.0 -0.5 -0.4 0.0596
H 1.833128 -2.298798 0.764157 0.0 -0.2 -0.4 0.0581
H 2.894851 -0.971616 1.158752 -0.2 0.0 -0.2 0.0548
H 0.024021 -1.110308 1.099975 -0.2 0.4 -0.1 0.0678
H 1.454093 1.367803 0.273176 0.2 -0.1 1.0 0.0977
H -0.220036 1.243696 1.071242 0.4 0.5 0.2 0.0931
H -1.214296 1.256611 -1.100447 0.0 0.6 0.0 -0.0413
H -2.230098 2.457790 -0.634354 0.3 -0.6 -0.5 -0.0025
O -2.095399 1.790462 -1.333670 -0.5 0.4 0.5 -0.1932
H -1.158409 -0.701129 -0.687662 -0.9 0.2 -0.4 -0.0051
H -2.735569 -0.533980 -0.848588 0.9 -0.1 0.0 0.0063
O -2.037269 -1.198538 -0.709672 0.1 -0.1 0.2 -0.1512
```
Positions in Å, forces in eV/Å.

Computed properties:
* energy relative to the best compared isomer or geometry (same formula, charge and spin): 34.2 kJ/mol
* charge: -1
* F_max: 0.0278 Eh/bohr
* energy: -9869.4163 eV